{
  "formula": "C5H10N2",
  "method": "wB97M-V/def2-TZVPD",
  "species": ["N", "N", "C", "C", "C", "C", "C", "H", "H", "H", "H", "H", "H", "H", "H", "H", "H"],
  "coordinates": [[-1.213, 0.222, -0.385], [2.025, -0.950, 0.120], [-0.500, 1.255, 0.283], [0.929, 1.184, -0.091], [-0.451, -0.836, 0.059], [0.972, -0.252, -0.475], [-2.003, -0.764, 0.039], [2.347, -0.163, 1.057], [0.803, -0.549, -1.584], [-1.098, 1.370, 1.368], [-2.358, -0.839, 1.242], [-2.786, -1.354, -0.597], [1.900, -2.197, 0.537], [1.299, 1.511, 1.017], [1.206, 2.107, -0.837], [-0.554, 2.338, -0.256], [-0.124, -0.657, 1.020]],
  "mulliken_charge": [-0.101, -0.661, -0.366, -0.768, -0.775, 0.210, -0.095, 0.336, 0.290, 0.296, 0.183, 0.232, 0.299, 0.137, 0.310, 0.236, 0.235],
  "mol_weight_g_mol": 98.15,
  "spin_multiplicity": 1,
  "e_above_lowest_kcal_mol": 229.5
}